Entry 1:
Computed, not measured: one molecule with the formula CH3N5O3, with ωB97M-V/def2-TZVPD.

- energy relative to the best compared isomer or geometry (same formula, charge and spin) (kcal per mole) = 0.0
- HOMO level (eV) = -10.144
- HOMO-LUMO gap (eV) = 8.9
- strongest force on any atom (hartree/bohr) = 0.0496
- structure (SMILES) = [H]/N=C(/N)N(N=O)[N+](=O)[O-]

Geometry as XYZ:
```
12
Properties=species:S:1:pos:R:3:forces:R:3
H 0.716 -1.795 1.380 1.130 2.076 -0.944
N 1.376 -1.093 0.902 -0.172 -1.828 0.399
C 0.880 -0.276 0.085 -1.614 -0.739 1.682
N 1.497 0.551 -0.767 -2.203 -0.373 -1.225
N -0.581 -0.133 0.030 -1.191 -1.636 -1.115
N -1.671 -1.237 -0.137 0.997 -0.701 -0.261
O -1.274 -2.314 -0.382 0.110 1.877 0.460
N -1.209 1.092 0.168 -1.887 -0.079 1.001
O -0.548 2.000 0.558 1.887 1.256 0.212
O -2.415 1.173 0.033 0.208 -0.795 -0.672
H 2.378 0.895 -0.602 2.278 0.625 0.539
H 0.853 1.138 -1.268 0.457 0.319 -0.076
```
Forces are in eV/Å.

Mulliken population analysis, charges in e, atoms 1 to 2: atom 1 (H): 0.2554, atom 2 (N): -0.6414

=====

Entry 2:
Computed, not measured: a 2-piece molecular cluster, CH3N5S overall, with ωB97M-V/def2-TZVPD.

- energy relative to the best compared isomer or geometry (same formula, charge and spin) (kcal per mole) = 16.4
- HOMO level (eV) = -9.915
- HOMO-LUMO gap (eV) = 10.3
- strongest force on any atom (hartree/bohr) = 0.1026
- structure (SMILES) = N#[N+][S-].N#CNN

Geometry as XYZ:
```
10
Properties=species:S:1:pos:R:3:forces:R:3
N 1.444 -0.209 1.579 0.790 -0.705 -0.366
N 2.249 -0.805 1.058 -3.727 2.871 2.388
S 3.327 -1.550 0.342 3.009 -2.185 -1.982
N 0.209 2.000 -1.570 1.476 1.485 -2.075
C -0.410 1.408 -0.830 -0.684 -0.645 1.136
N -1.026 0.719 0.089 -1.278 -3.071 0.044
N -1.579 -0.619 -0.197 0.239 0.749 -0.273
H -1.590 1.142 0.783 -0.316 0.699 0.340
H -0.851 -1.291 -0.070 0.848 -0.285 0.806
H -1.772 -0.794 -1.184 -0.357 1.087 -0.016
```
Forces are in eV/Å.

Mulliken population analysis, charges in e, atoms 1 to 2: atom 1 (N): -0.1915, atom 2 (N): 0.2735

=====

Entry 3:
Computed, not measured: a 2-piece molecular cluster, CH3N5S overall, with ωB97M-V/def2-TZVPD.

- energy relative to the best compared isomer or geometry (same formula, charge and spin) (kcal per mole) = 13.9
- HOMO level (eV) = -9.813
- HOMO-LUMO gap (eV) = 10.4
- strongest force on any atom (hartree/bohr) = 0.0717
- structure (SMILES) = N#[N+][S-].N#CNN

Geometry as XYZ:
```
10
Properties=species:S:1:pos:R:3:forces:R:3
N 3.795 -2.982 -2.078 -0.966 -0.177 -0.137
N 2.674 -3.013 -2.079 3.673 0.267 0.125
S 1.150 -2.984 -2.010 -2.788 -0.240 -0.144
N 2.826 -0.939 0.194 -1.925 -0.481 -0.310
C 1.658 -0.841 0.116 2.587 1.243 -0.082
N 0.413 -0.395 0.163 -1.737 -1.451 2.146
N -0.401 0.184 -0.790 0.696 2.452 -0.935
H -0.166 -0.727 0.948 0.843 0.118 -0.632
H -0.025 1.145 -0.968 -0.633 -1.084 0.109
H -0.434 -0.277 -1.684 0.249 -0.645 -0.140
```
Forces are in eV/Å.

Mulliken population analysis, charges in e, atoms 1 to 2: atom 1 (N): -0.1104, atom 2 (N): 0.2476

=====

Entry 4:
Computed, not measured: one molecule with the formula CH3NO2, with ωB97M-V/def2-TZVPD.

- energy relative to the best compared isomer or geometry (same formula, charge and spin) (kcal per mole) = 188.6
- HOMO level (eV) = -9.824
- HOMO-LUMO gap (eV) = 8.5
- strongest force on any atom (hartree/bohr) = 0.1205

Geometry as XYZ:
```
7
Properties=species:S:1:pos:R:3:forces:R:3
C 0.198 0.140 0.054 0.899 -0.646 -4.334
N 1.502 0.387 0.428 6.169 0.565 -0.221
O 3.663 0.071 -0.093 1.447 0.544 0.727
O 2.494 -0.241 -0.316 -5.702 0.713 0.836
H -0.095 0.834 -0.820 0.469 -1.354 0.625
H 0.166 -0.925 -0.146 -1.275 -0.207 -0.272
H -0.344 0.550 0.804 -2.007 0.386 2.640
```
Forces are in eV/Å.

Mulliken population analysis, charges in e, atoms 1 to 2: atom 1 (C): -0.5200, atom 2 (N): -0.2425

=====

Entry 5:
Computed, not measured: one molecule with the formula CH3NO2, with ωB97M-V/def2-TZVPD.

- energy relative to the best compared isomer or geometry (same formula, charge and spin) (kcal per mole) = 99.1
- HOMO level (eV) = -10.892
- HOMO-LUMO gap (eV) = 11.1
- strongest force on any atom (hartree/bohr) = 0.0560
- structure (SMILES) = C[N+](=O)[O-]

Geometry as XYZ:
```
7
Properties=species:S:1:pos:R:3:forces:R:3
C 1.368 -0.089 -0.005 0.869 2.662 0.607
N -0.151 0.002 0.023 -1.808 -1.007 -0.210
O -0.674 1.090 0.008 1.018 1.088 0.196
O -0.873 -0.999 -0.013 1.968 -0.145 0.207
H 1.668 -0.880 -0.645 -0.087 -0.718 -0.624
H 1.850 -0.291 1.023 -1.284 0.592 -1.490
H 1.707 0.960 -0.467 -0.676 -2.471 1.313
```
Forces are in eV/Å.

Mulliken population analysis, charges in e, atoms 1 to 2: atom 1 (C): -0.6349, atom 2 (N): 0.8265

=====

Entry 6:
Computed, not measured: a 2-piece molecular cluster, CH3NO2P overall, with ωB97M-V/def2-TZVPD.

- energy relative to the best compared isomer or geometry (same formula, charge and spin) (kcal per mole) = 64.4
- HOMO level (eV) = -3.109
- HOMO-LUMO gap (eV) = 7.3
- strongest force on any atom (hartree/bohr) = 0.0695
- total charge = -1

Geometry as XYZ:
```
8
Properties=species:S:1:pos:R:3:forces:R:3
C 0.324 0.642 -0.193 2.881 0.054 0.381
N 1.033 1.621 -0.505 -2.512 -1.080 0.269
O -1.781 0.057 1.304 0.071 -0.243 1.133
O -1.145 -1.422 -0.763 -1.879 1.104 -0.653
P -1.388 0.087 -0.126 -2.254 0.727 -1.801
H 1.398 -0.904 0.687 -0.993 1.067 -0.718
H 1.880 1.513 -0.018 1.703 -0.045 0.218
H -0.320 -1.593 -0.386 2.983 -1.584 1.171
```
Forces are in eV/Å.

Mulliken population analysis, charges in e, atoms 1 to 2: atom 1 (C): -0.1963, atom 2 (N): -0.4796

=====

Entry 7:
Computed, not measured: a 2-piece molecular cluster, CH3NO2P overall, with ωB97M-V/def2-TZVPD.

- energy relative to the best compared isomer or geometry (same formula, charge and spin) (kcal per mole) = 1.7
- 2S+1 = 3
- HOMO level (spin up / spin down) (eV) = -2.196 / -3.799
- HOMO-LUMO gap (spin up / spin down) (eV) = 6.8 / 6.7
- ⟨S²⟩ = 2.01
- strongest force on any atom (hartree/bohr) = 0.1115
- total charge = -1

Geometry as XYZ:
```
8
Properties=species:S:1:pos:R:3:forces:R:3
C 1.157 0.679 -0.851 -0.983 -1.162 -5.068
N 1.271 -0.056 0.199 1.342 -2.733 4.858
O -2.205 1.153 0.618 -0.600 1.937 0.099
O -1.444 -1.133 0.608 0.842 -2.145 0.101
P -1.938 -0.021 -0.239 -0.335 0.098 -0.178
H 1.028 -0.015 -1.740 0.152 2.108 -0.033
H 0.899 -1.029 0.338 -0.237 1.608 -0.764
H 1.232 0.423 1.067 -0.182 0.288 0.985
```
Forces are in eV/Å.

Mulliken population analysis, charges in e, atoms 1 to 2: atom 1 (C): -0.4133, atom 2 (N): -0.4026

=====

Entry 8:
Computed, not measured: one molecule with the formula CH3NO2S, with ωB97M-V/def2-TZVPD.

- energy relative to the best compared isomer or geometry (same formula, charge and spin) (kcal per mole) = 47.3
- HOMO level (eV) = -10.583
- HOMO-LUMO gap (eV) = 9.9
- strongest force on any atom (hartree/bohr) = 0.0787
- structure (SMILES) = CN=S(=O)=O

Geometry as XYZ:
```
8
Properties=species:S:1:pos:R:3:forces:R:3
C 1.101 0.066 0.106 2.107 -2.106 -0.008
N -0.114 0.735 0.506 -3.663 -1.384 -1.030
S -1.453 0.037 -0.043 3.373 0.777 -0.038
O -2.708 0.684 0.222 0.856 -0.665 -0.109
O -1.295 -1.120 -0.919 -0.881 1.300 1.134
H 1.906 0.840 0.051 -0.811 -0.503 -0.312
H 1.053 -0.592 -0.853 0.019 1.450 1.540
H 1.511 -0.652 0.929 -1.000 1.130 -1.178
```
Forces are in eV/Å.

Mulliken population analysis, charges in e, atoms 1 to 2: atom 1 (C): -0.5919, atom 2 (N): -0.2477

=====

Entry 9:
Computed, not measured: one molecule with the formula CH3NO2S, with ωB97M-V/def2-TZVPD.

- energy relative to the best compared isomer or geometry (same formula, charge and spin) (kcal per mole) = 146.2
- HOMO level (spin up / spin down) (eV) = -8.953 / -8.954
- HOMO-LUMO gap (spin up / spin down) (eV) = 8.3 / 8.3
- strongest force on any atom (hartree/bohr) = 0.0975
- structure (SMILES) = C=[N+]([O-])OS

Geometry as XYZ:
```
8
Properties=species:S:1:pos:R:3:forces:R:3
C 1.313 0.877 0.335 2.886 3.131 2.650
N 0.413 0.086 -0.015 0.675 -2.062 -3.658
O 0.624 -0.816 -0.821 -0.969 0.105 0.411
O -1.220 0.297 0.214 -0.246 1.579 0.262
S -1.753 -1.147 0.022 -2.357 -4.056 1.206
H 1.289 1.565 1.252 -0.652 -1.003 -1.805
H 2.308 0.760 -0.197 -1.436 0.027 0.903
H -2.974 -1.622 -0.790 2.100 2.279 0.031
```
Forces are in eV/Å.

Mulliken population analysis, charges in e, atoms 1 to 2: atom 1 (C): -0.3790, atom 2 (N): 0.5123

=====

Entry 10:
Computed, not measured: one molecule with the formula CH3NO2S, with ωB97M-V/def2-TZVPD.

- energy relative to the best compared isomer or geometry (same formula, charge and spin) (kcal per mole) = 74.5
- HOMO level (eV) = -10.026
- HOMO-LUMO gap (eV) = 10.1
- strongest force on any atom (hartree/bohr) = 0.0591
- structure (SMILES) = CS[N+](=O)[O-]

Geometry as XYZ:
```
8
Properties=species:S:1:pos:R:3:forces:R:3
C -0.941 -0.747 0.089 1.056 1.968 -1.394
S -0.006 0.305 1.182 -0.051 1.175 0.390
N 1.141 0.974 -0.047 -1.342 -1.060 0.683
O 0.974 0.471 -1.146 1.921 1.671 0.077
O 1.919 1.792 0.392 -0.237 -0.593 -1.206
H -0.754 -0.405 -0.953 -0.607 0.010 0.895
H -1.965 -0.801 0.314 -1.200 -0.166 0.556
H -0.368 -1.588 0.170 0.461 -3.005 -0.002
```
Forces are in eV/Å.

Mulliken population analysis, charges in e, atoms 1 to 2: atom 1 (C): -0.8014, atom 2 (S): 0.0012

=====

Entry 11:
Computed, not measured: one molecule with the formula CH3NO2S2, with ωB97M-V/def2-TZVPD.

- energy relative to the best compared isomer or geometry (same formula, charge and spin) (kcal per mole) = 89.1
- HOMO level (spin up / spin down) (eV) = -9.319 / -8.771
- HOMO-LUMO gap (spin up / spin down) (eV) = 8.3 / 6.6
- strongest force on any atom (hartree/bohr) = 0.0564

Geometry as XYZ:
```
9
Properties=species:S:1:pos:R:3:forces:R:3
C 0.240 -0.696 1.072 -0.652 -2.524 1.271
N -0.047 0.530 0.461 -0.126 1.614 0.620
O -0.903 1.367 -2.384 -1.539 0.750 0.219
O 0.838 0.932 -0.569 -0.259 0.161 1.377
S -0.361 -2.015 -0.138 0.547 0.470 0.411
S 0.400 0.840 -2.096 1.481 -1.430 -1.234
H 1.318 -0.865 1.391 -1.380 0.573 -0.647
H -0.454 -0.806 2.006 1.381 0.455 -1.644
H -1.031 0.714 0.255 0.546 -0.071 -0.373
```
Forces are in eV/Å.

Mulliken population analysis, charges in e, atoms 1 to 2: atom 1 (C): -0.3098, atom 2 (N): -0.2891

=====

Entry 12:
Computed, not measured: one molecule with the formula CH3NO2S2, with ωB97M-V/def2-TZVPD.

- energy relative to the best compared isomer or geometry (same formula, charge and spin) (kcal per mole) = 43.2
- HOMO level (spin up / spin down) (eV) = -9.663 / -9.663
- HOMO-LUMO gap (spin up / spin down) (eV) = 7.7 / 7.7
- strongest force on any atom (hartree/bohr) = 0.1519
- structure (SMILES) = NS(=O)(=O)C=S

Geometry as XYZ:
```
9
Properties=species:S:1:pos:R:3:forces:R:3
N 1.440 -0.066 -0.477 -3.033 -0.329 0.304
S -0.068 0.571 0.034 0.754 -0.310 0.940
O 0.158 1.120 1.348 0.378 0.336 -0.391
O -0.769 1.341 -0.949 0.690 -0.587 -0.032
C -0.974 -0.890 0.525 -5.972 1.815 -4.699
S -2.613 -0.959 -0.173 4.922 -0.409 2.345
H 1.300 -0.430 -1.422 0.781 0.529 0.113
H 2.132 0.623 -0.273 0.752 0.392 -0.379
H -0.606 -1.309 1.387 0.729 -1.436 1.798
```
Forces are in eV/Å.

Mulliken population analysis, charges in e, atoms 1 to 2: atom 1 (N): -0.5046, atom 2 (S): 1.0452